C57H68BrN6O5S2Y as an isolated structure, computed with ωB97M-V/def2-TZVPD.

```
140
Properties=species:S:1:pos:R:3:forces:R:3
H 6.677625 -0.885181 -0.862134 0.00 0.00 0.00
H -7.407350 1.186706 1.968321 0.00 -0.01 0.00
C 0.205092 -2.994038 1.536605 -0.04 0.01 0.04
H -1.750839 -0.532205 3.995612 0.00 -0.01 -0.01
H 3.544025 -0.463587 -5.557476 0.00 0.00 0.00
H 0.111980 -7.750555 1.399288 0.00 0.00 0.00
H -0.552759 1.632358 -6.242841 0.01 0.01 0.01
C 2.254830 -1.398526 -4.105949 -0.03 -0.02 0.03
H -3.670827 1.562256 4.681351 -0.03 0.00 0.01
C 0.193874 2.411098 -4.345534 0.01 0.00 -0.04
C -6.263463 0.414178 0.314918 0.06 -0.01 -0.03
H -6.758806 0.030165 -2.474070 0.02 0.00 0.01
H -5.162991 3.185729 -0.515490 0.03 -0.01 -0.02
C 2.681167 -0.358427 -4.910523 0.00 0.00 -0.02
C 2.759612 -0.291843 1.590709 0.01 0.06 0.02
C 1.627429 -3.079334 -1.556566 0.00 0.01 0.00
H -5.386552 1.493694 3.369889 0.00 0.01 0.05
C 0.856876 1.045924 -4.054350 -0.04 -0.03 0.05
H -1.386075 6.348306 -0.956077 0.00 0.00 0.01
H 6.321371 0.408766 0.293521 0.00 0.00 0.00
H 5.307319 -3.106559 0.891195 0.01 0.00 -0.01
C 0.316854 -5.624503 1.631077 0.00 0.00 -0.01
C 4.785115 -1.131042 0.150477 0.02 0.01 0.01
C 2.368513 0.054213 2.908128 0.04 0.00 -0.04
H -4.732185 4.660250 -3.740128 -0.01 0.00 0.00
C -4.205841 4.642886 -1.788123 -0.04 -0.02 -0.01
H -7.142756 0.149553 -0.265691 -0.01 0.00 0.01
N -2.579301 0.611682 -0.088971 -0.10 -0.16 -0.17
C 6.696113 -1.281843 4.833080 0.01 -0.01 -0.01
H 1.813783 -2.401592 -0.721638 0.00 -0.02 -0.03
N -0.428113 0.099874 -2.101452 -0.06 0.01 0.03
C -2.629644 0.903975 -1.469667 -0.12 -0.06 0.19
C -2.354130 4.894935 0.267660 -0.02 -0.05 0.10
H -1.830266 1.896733 -5.056106 0.00 -0.03 0.02
C -3.418168 4.010436 0.392185 -0.01 0.08 -0.06
H 3.640072 -1.346573 6.426199 0.01 0.00 0.00
C -5.690080 -0.096756 -2.675374 -0.03 0.00 -0.01
H 3.617705 3.667455 -1.444493 -0.02 0.02 -0.01
N -0.384937 3.481764 1.278260 0.05 0.09 -0.06
C 0.185619 -3.533948 -3.559865 0.01 -0.01 0.00
H -1.968675 1.967090 4.476943 0.00 0.01 0.00
C -4.347385 3.895893 -0.618249 -0.07 -0.05 -0.04
H 2.204059 1.461963 -1.670952 0.01 -0.03 0.03
H 2.762532 -2.357664 -4.143522 0.01 0.00 -0.01
C 4.145936 -0.519445 -1.098678 0.00 0.01 0.00
C 0.627636 3.384170 0.401642 -0.22 -0.19 -0.06
H -1.093666 3.276286 -5.857973 0.00 0.00 0.00
H 4.528075 1.053312 6.148250 0.00 -0.01 0.00
H 2.258968 1.623991 -5.551134 0.01 -0.01 0.00
C -4.963738 -0.718485 -1.481548 -0.04 -0.06 0.06
H -5.277883 0.883838 -2.923587 0.01 0.00 -0.01
H -3.549766 1.355783 -1.828572 0.10 0.13 0.00
H -3.180186 2.923279 3.638744 0.02 -0.06 0.03
O -2.297906 -2.456298 -0.739893 -0.09 0.06 -0.05
H -0.506216 -3.105701 -4.287498 -0.01 0.00 0.01
N 0.808882 2.275157 -0.300909 0.19 0.16 0.28
H 1.037925 -3.950016 -4.106239 0.00 0.01 -0.01
O -1.773610 4.843417 2.796956 -0.05 -0.09 -0.06
C 0.494638 0.004682 -3.134910 -0.03 0.02 0.01
H 2.731910 0.209876 4.990258 -0.01 0.00 -0.01
H 1.000382 2.964714 -4.837135 0.00 -0.01 0.01
H -3.926002 -0.873012 -1.757273 0.03 -0.02 -0.01
O 1.899273 -0.194813 0.619741 -0.03 -0.33 0.03
H -1.070027 2.962802 -2.613684 -0.02 -0.04 0.02
C 4.875553 -0.862827 2.631702 -0.01 0.03 0.01
H 1.249121 -4.023207 -1.152424 -0.01 0.02 -0.01
H 3.743749 -3.043596 0.078665 0.01 0.01 0.02
C 1.168101 -1.245583 -3.260888 0.02 -0.01 0.00
H 7.244974 -0.613251 4.166449 0.00 0.00 0.00
C 5.488781 0.623567 5.861602 -0.01 0.01 0.00
C -0.182662 -4.414005 1.197031 0.02 0.04 0.05
C -1.458248 -2.874263 0.028774 0.06 -0.18 0.11
C -2.928059 1.910355 3.958103 -0.04 0.03 -0.06
C -3.152804 5.544533 -1.898033 0.04 0.02 0.05
C -1.665445 0.678119 -2.374417 0.09 0.13 0.00
H -5.592295 -0.734747 -3.558163 -0.01 0.00 0.00
C -5.007738 0.145400 -0.225548 -0.04 0.01 -0.01
N -5.142792 4.493563 -2.832542 0.05 -0.01 -0.01
C -3.832735 0.534947 0.487463 0.06 0.10 0.02
H -2.575044 -5.388223 -0.994487 0.00 -0.01 0.00
C -4.013292 0.902953 1.853732 0.03 0.07 0.04
C -1.283146 -6.700860 0.157874 0.00 0.00 0.00
H -5.462647 -2.752431 -2.053219 0.00 0.00 0.00
C 1.953664 0.818568 -4.889475 0.04 -0.01 0.01
C 2.703379 3.425495 -0.927970 -0.07 0.08 -0.05
H -5.575007 3.579610 -2.820232 -0.01 0.02 0.01
H 1.122815 -5.664592 2.352987 0.00 0.00 0.00
Br 0.597554 0.700852 3.130299 0.10 0.10 0.00
H -0.320072 -4.356736 -3.045849 0.01 0.00 0.00
S 1.908745 4.553154 0.120948 0.04 0.08 -0.01
H -3.508752 3.391110 1.269983 0.01 -0.06 0.12
H -1.867787 0.982539 -3.391083 -0.01 0.03 -0.05
Y -0.287574 0.156552 0.212860 0.14 0.57 -0.55
H 4.719328 -0.827723 -1.978595 -0.01 0.01 -0.01
H 4.170827 0.569710 -1.038425 0.01 0.02 0.00
C -5.283144 1.143604 2.350848 0.08 -0.04 -0.02
H 0.561203 3.625671 -2.577755 0.04 0.00 0.03
C 3.147793 -0.067079 4.028969 0.00 -0.01 0.02
C 4.110537 -0.719373 1.471194 0.00 0.01 0.00
O 1.061111 -2.702253 2.344636 -0.01 0.04 -0.01
C -5.542822 -2.103892 -1.175325 -0.01 -0.01 -0.01
C -0.264992 3.354171 -3.229381 0.00 -0.04 -0.01
N -0.576826 -2.129657 0.790588 -0.11 -0.48 -0.04
C 5.308256 -0.730857 5.161924 0.00 -0.01 -0.01
C -2.570791 -0.481031 3.277869 -0.03 -0.01 0.03
C 0.633982 -2.476583 -2.546067 0.04 0.02 -0.04
C 1.968374 2.304707 -1.040838 0.02 -0.03 0.15
H 5.983457 1.333586 5.195820 0.00 0.00 0.00
C 6.254813 -0.667775 0.122355 0.00 -0.02 0.01
C -1.777226 -5.469746 -0.266698 0.00 0.01 0.01
H -6.596787 -2.044544 -0.888013 -0.01 0.00 -0.01
H -3.040389 6.131973 -2.803503 -0.01 0.00 0.00
H -1.700756 -7.616873 -0.243058 0.00 0.00 0.00
H -4.988085 -2.570873 -0.361339 0.00 0.01 0.00
C -2.812896 0.950785 2.775557 -0.04 -0.02 -0.03
C 4.444964 -0.557329 3.913877 0.02 0.01 0.00
S -1.102072 4.875149 1.520403 0.19 0.11 0.07
H -3.480795 -0.836722 3.769883 0.00 0.00 0.01
H 3.114501 -0.816389 -1.242191 0.02 0.01 0.01
H 6.634500 -2.262999 4.357622 0.00 0.00 0.00
H -1.959352 1.297670 2.179037 -0.09 0.02 0.02
C -0.251598 -6.776712 1.092975 0.00 0.00 0.00
H 6.095153 0.513105 6.766392 0.00 0.00 0.00
H 6.881428 -1.170697 0.860260 0.00 0.00 -0.01
C 4.625286 -1.708278 6.128801 -0.01 0.00 0.00
H -0.253466 -2.154399 -2.008643 -0.01 -0.02 -0.03
H -2.349338 -1.164639 2.456328 -0.01 0.00 -0.01
H 5.233412 -2.996076 -0.880255 -0.01 0.01 0.00
H -0.622985 4.277172 -3.698466 -0.02 -0.01 0.00
C -0.886689 2.288051 -5.435725 -0.01 0.00 0.01
C -2.226184 5.671595 -0.868708 0.02 -0.04 -0.13
H 7.274443 -1.389631 5.754771 0.00 0.00 0.00
H 5.878428 -1.246336 2.515297 0.00 0.01 0.00
C -1.200941 -4.339838 0.275435 -0.06 0.03 0.02
O -0.233439 6.011255 1.258485 -0.04 -0.01 -0.02
H 4.489541 -2.681349 5.652988 0.00 0.00 0.00
C 4.764167 -2.663641 0.051978 -0.02 -0.01 0.01
H 2.586453 -3.288130 -2.040863 0.00 -0.01 0.00
H 5.227661 -1.841088 7.033409 0.00 0.00 0.00
C -6.423368 0.960054 1.575309 -0.01 0.01 0.00
```
Positions in Å, forces in eV/Å.

Properties
LUMO level, eV: 3.8
Net charge: -2
Frontier orbital gap, eV: 4.886